ORCA calculation (ωB97M-V with the def2-TZVPD basis set) on a structure of composition C32H30ClEuN3O5SSe2 at a distorted geometry.

Last column: Löwdin charge in e.
Geometry (Å):
Eu1 0.224 -0.825 1.116  1.5270
S1 5.178 -1.906 0.490  0.9569
C1 4.324 -3.282 -0.116  -0.4293
C2 2.991 -3.183 0.183  -0.2783
C3 2.562 -2.006 0.858  -0.2982
C4 3.662 -1.251 1.106  -0.5746
C5 3.729 0.114 1.700  -0.3210
C6 4.871 0.669 2.162  -0.0600
C7 4.779 2.004 2.554  -0.0800
C8 3.598 2.704 2.609  -0.0705
C9 2.439 1.972 2.335  -0.1482
N1 2.514 0.719 1.902  0.0453
H1 4.896 -4.107 -0.526  0.0542
H2 2.378 -3.988 -0.154  0.0681
H3 5.870 0.183 2.278  0.1209
H4 5.733 2.508 2.731  0.1112
H5 3.537 3.828 2.813  0.1312
H6 1.479 2.357 2.547  0.0870
C10 -4.822 -4.314 3.176  -0.4427
Se1 -3.323 -3.155 3.336  0.9139
C11 -4.161 -1.611 2.430  -0.5154
C12 -4.306 -1.894 0.941  -0.5082
Se2 -2.647 -2.397 -0.079  0.8396
C13 -3.129 -1.227 -1.556  -0.4082
H7 -4.796 -4.930 4.000  -0.0259
H8 -4.776 -4.879 2.230  0.0312
H9 -5.758 -3.714 3.207  0.0458
H10 -3.445 -0.819 2.609  0.0217
H11 -5.121 -1.353 2.807  0.0666
H12 -4.601 -0.993 0.371  0.0573
H13 -4.936 -2.706 0.765  0.0221
H14 -3.476 -0.285 -1.085  0.0219
H15 -3.849 -1.662 -2.215  0.0219
H16 -2.272 -1.019 -2.146  -0.0189
O1 -3.198 3.057 4.795  0.1109
C14 -2.879 3.698 3.691  -0.4881
O2 -3.041 4.930 3.598  0.0293
C15 -2.317 2.877 2.594  -0.0536
C16 -2.334 3.320 1.294  -0.6173
Cl1 -2.775 4.783 0.611  0.8492
N2 -1.782 2.391 0.512  -0.0515
N3 -1.369 1.357 1.312  0.0626
C17 -1.653 1.654 2.511  -0.1958
C18 -1.583 0.572 3.575  -0.5355
O3 -2.284 0.774 4.651  0.0068
O4 -0.819 -0.401 3.339  -0.1525
C19 -1.298 2.434 -0.884  -0.1945
C20 0.076 2.312 -1.052  -0.0164
C21 0.622 2.209 -2.341  -0.0289
C22 -0.311 2.363 -3.390  -0.0876
C23 -1.645 2.508 -3.274  -0.0721
C24 -2.176 2.546 -1.968  -0.0074
H17 -2.986 2.059 4.660  0.0421
H18 0.679 2.207 -0.129  0.1068
H19 1.610 1.992 -2.497  0.0589
H20 0.062 2.264 -4.443  0.1255
H21 -2.163 2.596 -4.160  0.0854
H22 -3.242 2.606 -1.726  0.1183
C25 0.102 -2.682 -3.064  0.0003
C26 0.864 -1.535 -2.392  -0.3461
O5 0.304 -1.026 -1.434  -0.1063
C27 2.136 -1.003 -2.917  -0.1782
C28 2.902 -0.136 -2.199  -0.0557
C29 3.980 0.521 -2.763  -0.0449
C30 4.202 0.332 -4.152  -0.0313
C31 3.375 -0.559 -4.905  -0.0553
C32 2.367 -1.208 -4.258  -0.0400
H23 -0.712 -3.035 -2.439  0.0529
H24 0.662 -3.622 -3.256  0.1048
H25 -0.292 -2.341 -4.036  0.0934
H26 2.584 0.190 -1.189  0.1176
H27 4.695 1.139 -2.238  0.1116
H28 4.980 0.853 -4.673  0.0952
H29 3.677 -0.718 -5.923  0.1008
H30 1.636 -1.830 -4.818  0.1224

Force components x, y, z for each atom (eV/Å):
Eu 0.186 -0.055 0.321
S -0.481 -0.420 -0.117
C 0.425 0.580 0.668
C 0.889 -0.353 -0.616
C -0.598 -0.090 0.017
C 0.862 1.182 0.073
C -2.355 -2.059 0.035
C 1.764 1.344 0.857
C 1.342 0.506 -0.172
C -0.693 1.627 0.015
C 1.801 -0.754 0.153
N -0.146 -0.097 -0.759
H -0.267 0.112 -0.132
H -0.739 -0.436 0.011
H -1.199 0.170 -0.563
H -0.360 0.035 0.298
H 0.203 -1.911 -0.092
H -1.073 0.461 -0.028
C -1.081 1.056 -2.318
Se 0.207 1.173 0.102
C 1.734 -0.865 -1.005
C 1.514 1.449 -0.286
Se -0.265 0.224 0.582
C -0.097 0.734 0.866
H -0.081 -1.610 1.687
H -0.169 0.114 0.537
H 0.610 -0.429 0.002
H -0.113 0.301 0.025
H -0.730 0.082 0.739
H -0.325 -0.523 0.500
H -1.341 -1.046 -0.292
H 0.107 -0.482 -0.605
H -0.730 -0.264 -0.093
H 0.970 0.241 -0.340
O -0.128 -0.042 -0.700
C -0.624 2.502 1.279
O 0.473 -2.590 -0.323
C -0.463 1.619 -0.219
C 0.106 0.667 -0.175
Cl -0.406 0.597 -0.192
N 1.101 -1.304 -0.933
N 1.288 -0.833 -3.747
C -1.790 -0.414 3.053
C -0.338 0.313 2.719
O 1.663 -1.056 -3.049
O -0.639 0.421 -0.143
C -0.627 0.207 0.468
C 0.812 -0.555 0.125
C -4.146 0.914 0.980
C 3.260 -0.922 -1.796
C -0.157 0.250 3.275
C -0.206 -0.219 0.470
H 0.259 0.224 0.610
H -0.163 0.133 -0.754
H 2.213 -0.212 -0.464
H -0.093 0.206 1.055
H -1.646 0.167 -1.434
H 0.338 0.080 -0.388
C 0.544 -0.655 -0.570
C -0.820 -0.787 0.258
O 0.216 0.333 0.501
C -1.363 -0.409 -0.367
C 0.374 1.614 2.046
C 0.545 -0.479 -2.236
C -1.226 -1.112 0.593
C 2.003 1.498 0.972
C -1.031 -1.114 -1.304
H -0.211 0.525 0.184
H 0.278 0.867 -0.036
H 0.020 -0.135 0.366
H 0.363 -0.811 -0.463
H -0.400 0.135 0.351
H 0.406 0.171 -0.019
H -0.461 -0.100 -0.413
H 0.914 0.312 0.349

Summary:
Molecular weight: 914.01 u
<S²>: 15.759
Highest occupied orbital energy (alpha / beta): -7.241 / -7.875 eV
Largest force on an atom: 4.357 eV/A
2S+1: 8
Frontier orbital gap (alpha / beta): 6.622 / 7.263 eV
Total energy: -8149.44050 Ha

---

ORCA calculation (ωB97M-V with the def2-TZVPD basis set) on a cluster of 15 separate species, C45H105N15O15 in total at a distorted geometry.

Last column: Löwdin charge in e.
Geometry (Å):
C1 -3.993 5.604 -3.193  -0.3421
O1 -4.483 6.479 -3.872  0.0124
N1 -2.683 5.507 -2.874  -0.1823
C2 -2.105 4.389 -2.157  -0.0617
C3 -1.669 6.464 -3.271  -0.0439
H1 -4.505 4.773 -2.677  0.1182
H2 -1.374 3.880 -2.791  0.0796
H3 -2.810 3.602 -1.879  0.0727
H4 -1.582 4.706 -1.252  0.0771
H5 -2.013 7.014 -4.144  0.0878
H6 -1.365 7.089 -2.426  0.0976
H7 -0.721 5.989 -3.544  0.0653
C4 7.208 0.615 -0.955  -0.3519
O2 8.250 0.172 -1.388  0.0180
N2 6.228 1.172 -1.698  -0.1656
C5 5.020 1.607 -0.992  -0.0579
C6 6.151 1.147 -3.132  -0.0577
H8 6.948 0.635 0.114  0.1302
H9 4.361 0.752 -0.792  0.0646
H10 4.358 2.269 -1.549  0.0745
H11 5.250 2.026 -0.015  0.0802
H12 6.851 0.420 -3.535  0.0913
H13 5.158 0.875 -3.510  0.0614
H14 6.269 2.118 -3.625  0.0874
C7 -0.567 2.650 2.420  -0.3491
O3 -0.056 1.912 3.232  0.0004
N3 -1.563 3.521 2.690  -0.1604
C8 -1.911 3.888 4.060  -0.0510
C9 -2.288 4.346 1.734  -0.0404
H15 -0.408 2.623 1.334  0.1228
H16 -1.490 4.875 4.267  0.0983
H17 -1.361 3.212 4.717  0.0714
H18 -2.974 3.833 4.279  0.0746
H19 -2.358 3.845 0.766  0.0674
H20 -3.329 4.369 2.063  0.0850
H21 -1.909 5.359 1.602  0.0953
C10 4.079 -1.630 0.620  -0.3228
O4 3.478 -1.294 -0.381  -0.0064
N4 3.766 -2.681 1.412  -0.1673
C11 4.492 -2.912 2.650  -0.0432
C12 2.721 -3.604 1.038  -0.0473
H22 4.970 -1.120 1.019  0.1318
H23 5.418 -2.342 2.700  0.0872
H24 4.846 -3.947 2.675  0.0910
H25 3.835 -2.744 3.501  0.0768
H26 3.179 -4.574 0.821  0.1023
H27 1.862 -3.665 1.706  0.0905
H28 2.309 -3.336 0.063  0.0420
C13 -1.179 -5.755 3.903  -0.3361
O5 -1.261 -6.657 4.706  0.0106
N5 -0.876 -5.894 2.578  -0.1845
C14 -1.185 -4.859 1.608  -0.0530
C15 -0.535 -7.231 2.098  -0.0503
H29 -1.283 -4.681 4.131  0.1137
H30 -0.496 -4.896 0.766  0.0615
H31 -1.016 -3.913 2.126  0.0529
H32 -2.216 -4.926 1.257  0.0998
H33 -1.064 -7.325 1.146  0.0835
H34 0.535 -7.362 1.923  0.0822
H35 -0.852 -8.025 2.767  0.0795
C16 1.232 5.984 0.187  -0.3370
O6 0.768 6.963 0.726  0.0015
N6 1.754 4.889 0.809  -0.1673
C17 2.258 3.731 0.100  -0.0508
C18 2.021 4.837 2.229  -0.0439
H36 1.137 5.797 -0.898  0.1057
H37 2.085 3.775 -0.974  0.0626
H38 1.636 2.921 0.505  0.0648
H39 3.273 3.399 0.321  0.0709
H40 1.582 5.651 2.798  0.0885
H41 1.666 3.857 2.565  0.0616
H42 3.089 4.783 2.469  0.0917
C19 2.971 -6.461 -2.557  -0.3377
O7 3.981 -5.990 -3.053  0.0004
N7 1.932 -5.688 -2.156  -0.1829
C20 1.891 -4.254 -2.347  -0.0354
C21 0.789 -6.285 -1.485  -0.0502
H43 2.767 -7.535 -2.443  0.1315
H44 2.898 -3.838 -2.338  0.0932
H45 1.349 -3.848 -1.492  0.0578
H46 1.392 -3.937 -3.264  0.0801
H47 -0.115 -5.769 -1.811  0.0777
H48 0.723 -7.352 -1.693  0.0872
H49 0.917 -6.149 -0.405  0.0655
C22 -1.883 -2.612 -2.400  -0.3341
O8 -1.766 -3.769 -2.017  -0.0183
N8 -2.892 -2.180 -3.183  -0.1780
C23 -2.872 -0.811 -3.682  -0.0401
C24 -4.026 -3.034 -3.471  -0.0377
H50 -1.098 -1.872 -2.194  0.1132
H51 -2.784 -0.948 -4.766  0.0902
H52 -2.057 -0.225 -3.266  0.0792
H53 -3.792 -0.239 -3.530  0.0799
H54 -4.974 -2.504 -3.482  0.0704
H55 -3.869 -3.399 -4.495  0.0948
H56 -4.016 -3.912 -2.832  0.0866
C25 2.772 0.748 2.979  -0.3351
O9 3.226 1.415 2.073  0.0091
N9 3.419 0.436 4.140  -0.1868
C26 4.639 1.126 4.492  -0.0416
C27 2.769 -0.391 5.129  -0.0596
H57 1.735 0.389 3.077  0.1120
H58 4.730 2.106 4.032  0.0876
H59 5.531 0.525 4.293  0.0866
H60 4.614 1.252 5.579  0.0863
H61 1.800 -0.774 4.810  0.0775
H62 3.456 -1.214 5.344  0.0837
H63 2.540 0.161 6.047  0.0914
C28 -1.230 -1.281 4.420  -0.3576
O10 -0.743 -2.347 4.068  -0.0159
N10 -1.657 -0.901 5.628  -0.1665
C29 -2.292 0.400 5.776  -0.0426
C30 -1.478 -1.719 6.799  -0.0433
H64 -1.348 -0.512 3.644  0.1169
H65 -3.303 0.249 6.153  0.0902
H66 -2.328 0.922 4.819  0.0562
H67 -1.685 1.095 6.360  0.0936
H68 -1.008 -2.664 6.517  0.0870
H69 -0.860 -1.350 7.618  0.0901
H70 -2.464 -2.004 7.176  0.0925
C31 -4.469 -0.999 3.068  -0.3318
O11 -3.447 -1.256 2.457  -0.0031
N11 -4.974 0.210 3.370  -0.1827
C32 -6.226 0.494 4.034  -0.0440
C33 -4.316 1.365 2.790  -0.0574
H71 -5.197 -1.804 3.293  0.1426
H72 -6.828 1.125 3.378  0.0915
H73 -5.963 1.018 4.957  0.0915
H74 -6.809 -0.390 4.286  0.0912
H75 -5.063 1.994 2.295  0.0906
H76 -4.030 2.052 3.599  0.0695
H77 -3.432 1.153 2.200  0.0839
C34 2.499 4.729 -3.663  -0.2918
O12 1.700 5.198 -2.878  -0.0093
N12 2.447 3.417 -4.060  -0.1761
C35 3.276 2.986 -5.160  -0.0587
C36 1.493 2.497 -3.503  -0.0556
H78 3.325 5.236 -4.178  0.1367
H79 4.049 2.274 -4.849  0.0617
H80 3.760 3.857 -5.597  0.0845
H81 2.715 2.484 -5.955  0.0923
H82 0.875 2.034 -4.274  0.0952
H83 1.944 1.651 -2.970  0.0729
H84 0.900 3.002 -2.745  0.0708
C37 1.585 -0.817 -4.419  -0.3408
O13 0.565 -0.697 -3.751  -0.0177
N13 1.749 -1.705 -5.399  -0.1816
C38 3.062 -1.923 -6.039  -0.0137
C39 0.665 -2.594 -5.801  -0.0300
H85 2.409 -0.093 -4.344  0.1184
H86 3.426 -2.898 -5.723  0.0950
H87 3.668 -1.073 -5.734  0.0790
H88 2.899 -1.860 -7.114  0.0884
H89 0.586 -2.581 -6.888  0.0901
H90 0.941 -3.616 -5.528  0.0843
H91 -0.279 -2.371 -5.318  0.0773
C40 -6.598 1.646 -2.137  -0.3435
O14 -6.041 2.724 -2.130  0.0123
N14 -6.097 0.525 -1.582  -0.1762
C41 -6.757 -0.748 -1.492  -0.0595
C42 -4.918 0.717 -0.745  -0.0427
H92 -7.559 1.515 -2.654  0.1353
H93 -6.190 -1.620 -1.806  0.0675
H94 -7.758 -0.724 -1.922  0.0904
H95 -6.993 -0.934 -0.434  0.0891
H96 -5.198 0.956 0.283  0.0772
H97 -4.338 -0.206 -0.663  0.0803
H98 -4.211 1.464 -1.089  0.0720
C43 -1.515 0.273 0.014  -0.3416
O15 -1.681 1.421 -0.406  -0.0359
N15 -0.324 -0.317 0.099  -0.1391
C44 0.841 0.187 -0.597  -0.0436
C45 -0.088 -1.644 0.683  -0.0283
H99 -2.326 -0.344 0.433  0.1138
H100 1.091 -0.513 -1.400  0.0709
H101 1.739 0.282 0.016  0.0722
H102 0.583 1.122 -1.090  0.0713
H103 0.243 -2.331 -0.097  0.0701
H104 0.709 -1.539 1.419  0.0850
H105 -0.984 -2.015 1.173  0.0726

Force components x, y, z for each atom (eV/Å):
C 0.637 -0.295 0.607
O -0.270 -0.001 -0.080
N 1.224 -0.299 0.185
C -0.105 -0.631 -0.012
C 0.244 0.205 -0.297
H -0.637 0.099 -0.407
H 0.112 0.123 -0.023
H -0.350 0.344 -0.002
H -0.018 0.153 -0.009
H -0.090 0.350 0.306
H -0.425 0.356 -0.133
H -0.297 -0.459 -0.117
C 0.240 0.130 -0.658
O 0.063 -0.195 0.066
N -1.334 0.753 0.277
C -0.709 -0.907 0.417
C -0.059 -0.203 -0.832
H 0.122 -0.024 0.137
H 0.164 -0.107 -0.005
H 0.662 0.439 -0.274
H 0.114 0.281 -0.114
H 0.214 0.163 0.021
H -0.125 -0.476 0.617
H 0.626 0.171 0.378
C -1.562 0.355 -1.016
O 0.632 -0.348 0.608
N -0.849 1.031 0.955
C 1.577 -0.590 0.250
C -0.228 -0.891 -0.851
H 0.438 -0.198 -0.083
H -0.446 0.207 0.025
H -0.221 -0.069 0.058
H -0.062 0.127 -0.212
H 0.425 0.028 -0.031
H 0.034 0.303 0.141
H 0.163 0.004 0.205
C -0.058 -0.283 0.407
O 0.185 -0.129 -0.147
N -0.002 0.431 0.078
C 0.040 -0.781 -0.384
C -0.017 -0.413 -1.121
H -0.022 0.321 -0.215
H -0.287 0.490 0.004
H -0.268 -0.115 0.065
H 0.173 0.120 0.191
H -0.179 -0.241 0.568
H 0.330 -0.068 0.447
H 0.269 0.502 0.302
C 0.210 0.857 -0.876
O 0.128 -0.151 0.240
N 0.310 -1.273 0.583
C 0.409 0.232 0.743
C -0.500 0.363 -0.755
H -0.304 -0.085 0.352
H -0.077 -0.095 -0.054
H -0.294 0.121 -0.152
H 0.036 0.044 -0.152
H 0.165 -0.436 -0.064
H 0.062 0.206 -0.005
H -0.183 0.238 0.207
C -0.445 -1.226 -0.549
O 0.124 0.434 0.506
N 1.066 1.043 0.091
C -1.305 -0.974 0.202
C 0.097 -0.756 0.336
H 0.232 0.255 0.158
H 0.044 0.352 0.128
H 0.291 -0.371 -0.420
H 0.173 0.685 0.132
H -0.234 0.041 -0.281
H -0.241 0.219 0.325
H 0.116 0.334 -0.346
C -0.047 1.323 -0.478
O -0.013 -0.557 0.054
N -0.301 -0.771 -0.209
C 0.377 0.130 0.482
C 0.211 0.372 0.132
H 0.216 -0.071 0.148
H 0.034 -0.083 -0.038
H -0.121 0.184 -0.298
H -0.122 -0.205 -0.023
H -0.093 -0.176 0.085
H -0.008 0.028 -0.070
H -0.270 -0.089 -0.006
C 0.235 -0.735 -0.238
O -0.046 0.021 0.257
N -0.190 1.019 1.556
C -0.385 -0.459 -0.964
C 0.767 -0.339 -1.262
H -0.188 0.245 -0.079
H 0.289 0.717 -0.077
H 0.238 -0.255 -0.103
H -0.174 -0.360 0.373
H 0.041 0.181 0.356
H -0.329 -0.169 0.005
H -0.076 0.183 0.252
C -0.269 -0.111 1.230
O 0.127 -0.059 -0.151
N -0.412 0.719 -1.015
C 0.260 -0.546 0.934
C 0.256 0.005 0.413
H -0.045 -0.094 -0.824
H -0.174 -0.104 -0.279
H 0.006 0.087 -0.246
H 0.087 0.191 -0.052
H 0.198 -0.115 -0.481
H -0.347 -0.157 0.328
H 0.351 0.058 0.026
C 0.402 -0.100 -1.745
O 0.130 -0.139 0.880
N 0.449 0.709 0.486
C 0.411 0.088 -0.414
C -0.469 -1.426 0.038
H -0.209 0.258 0.266
H 0.002 0.331 0.257
H -0.190 -0.424 -0.232
H -0.201 -0.293 0.611
H -0.030 0.111 -0.317
H -0.108 0.746 -0.236
H 0.067 0.154 0.295
C -1.336 -1.069 -0.564
O 0.107 0.484 0.211
N 0.996 0.091 -1.051
C 0.376 -0.047 0.184
C -0.415 1.463 1.291
H 0.258 -0.006 0.467
H -0.087 0.105 0.177
H -0.479 0.159 0.006
H 0.267 -0.201 -0.098
H 0.114 -0.378 -0.646
H 0.374 -0.269 0.081
H -0.214 -0.298 -0.168
C -0.873 -1.475 -0.245
O 0.554 0.514 -0.134
N 0.462 0.519 -0.193
C 0.357 -0.338 -0.017
C -0.186 -0.545 0.448
H -0.096 0.510 0.209
H -0.028 0.124 0.085
H 0.104 -0.055 -0.050
H -0.290 0.178 0.121
H -0.214 0.275 -0.027
H 0.428 0.124 -0.135
H -0.243 0.154 -0.307
C -0.828 0.548 0.047
O 0.229 -0.010 -0.038
N 0.121 -0.481 -0.540
C -1.595 0.662 0.362
C 0.755 -0.601 0.086
H 0.277 -0.209 0.247
H 0.457 0.079 -0.146
H 0.491 -0.327 0.027
H 0.288 -0.253 -0.086
H -0.190 0.160 -0.029
H -0.104 -0.084 -0.004
H 0.074 0.374 0.037
C -0.261 0.104 -0.644
O -0.022 0.092 0.204
N 1.185 0.183 0.134
C -1.168 0.145 1.339
C 0.474 -0.762 0.478
H -0.122 -0.229 0.001
H 0.247 0.236 -0.468
H 0.260 0.064 -0.584
H 0.203 -0.091 0.073
H -0.172 0.176 -0.025
H -0.230 -0.181 -0.240
H -0.346 0.201 -0.297
C 0.178 0.485 0.406
O -0.406 -0.303 -0.136
N 0.830 -0.978 0.112
C 0.040 0.292 -0.822
C -0.463 0.746 -0.131
H -0.029 0.061 -0.008
H 0.027 -0.042 0.100
H -0.327 0.129 0.302
H 0.037 0.113 0.260
H -0.085 -0.089 -0.022
H 0.001 -0.114 0.101
H -0.048 0.047 -0.008

Summary:
Molecular weight: 1096.43 u
Highest occupied orbital energy: -8.568 eV
Largest force on an atom: 1.995 eV/A
Frontier orbital gap: 8.707 eV
Total energy: -3727.56355 Ha

---

Question: The highest molecular weight belongs to which entry?
Answer: C45H105N15O15